A cluster of 7 separate species, C32H57N8OS2 in total in a non-equilibrium geometry, computed with wB97M-V/def2-TZVPD.

The geometry in XYZ format:
```
100
Properties=species:S:1:pos:R:3:lowdin_charge:R:1
N 2.864 1.548 2.737 -0.161
C 1.844 2.568 2.820 -0.467
C 0.479 2.086 3.398 -0.254
C -0.620 2.017 2.298 -0.465
S -1.640 0.491 2.351 0.857
C -1.162 -0.626 1.043 -1.108
S -2.369 -1.221 0.112 0.636
N 0.154 -1.087 0.815 -0.217
C 0.613 -1.986 1.862 -0.161
C 1.865 -2.669 1.279 -0.199
O 2.854 -1.707 1.048 -0.122
C 2.439 -0.713 0.151 -0.212
C 1.160 -0.040 0.596 -0.156
H 2.678 0.880 3.481 -0.067
H 2.184 3.382 3.473 0.045
H 1.640 2.976 1.814 0.072
H 0.579 1.107 3.846 0.069
H 0.115 2.748 4.184 0.086
H -0.192 2.197 1.325 0.050
H -1.305 2.836 2.481 0.056
H 0.939 -1.436 2.748 0.126
H -0.107 -2.741 2.160 0.109
H 1.532 -3.095 0.325 0.122
H 2.251 -3.456 1.914 0.109
H 3.204 0.048 0.201 0.055
H 2.397 -1.065 -0.884 0.121
H 1.429 0.459 1.531 0.073
H 0.785 0.669 -0.133 0.108
C -0.198 -6.180 2.765 -0.104
C 1.037 -6.773 3.432 -0.264
C 1.018 -6.621 4.958 -0.190
C 0.980 -5.197 5.347 -0.241
N 0.961 -4.101 5.647 0.156
H -0.259 -5.107 2.950 0.058
H -0.155 -6.324 1.685 0.076
H -1.114 -6.649 3.130 0.077
H 1.931 -6.288 3.034 0.107
H 1.109 -7.833 3.180 0.104
H 1.910 -7.070 5.396 0.112
H 0.146 -7.122 5.381 0.115
C -6.176 -1.341 0.665 -0.121
C -6.736 -0.763 -0.629 -0.263
C -7.649 0.445 -0.401 -0.189
C -8.815 0.078 0.416 -0.249
N -9.724 -0.208 1.044 0.131
H -6.967 -1.719 1.317 0.068
H -5.507 -2.171 0.446 0.057
H -5.609 -0.586 1.212 0.073
H -7.285 -1.542 -1.165 0.108
H -5.905 -0.457 -1.268 0.091
H -8.009 0.834 -1.354 0.109
H -7.105 1.242 0.105 0.121
C -0.385 0.713 -2.817 -0.102
C -0.996 1.279 -4.094 -0.258
C -1.931 2.467 -3.832 -0.182
C -3.065 2.070 -2.982 -0.237
N -3.956 1.741 -2.351 0.171
H -1.148 0.319 -2.146 0.039
H 0.294 -0.106 -3.051 0.081
H 0.181 1.479 -2.283 0.075
H -1.544 0.490 -4.613 0.094
H -0.195 1.606 -4.761 0.106
H -2.329 2.852 -4.772 0.108
H -1.391 3.275 -3.338 0.119
C 7.072 -1.757 1.310 -0.114
C 7.398 -0.329 1.734 -0.269
C 6.165 0.579 1.746 -0.186
C 5.567 0.662 0.411 -0.240
N 5.062 0.671 -0.612 0.156
H 6.687 -1.792 0.290 0.069
H 7.968 -2.379 1.344 0.063
H 6.325 -2.200 1.970 0.077
H 8.153 0.083 1.059 0.103
H 7.834 -0.341 2.735 0.102
H 6.435 1.585 2.068 0.107
H 5.405 0.199 2.436 0.111
C -4.613 -0.160 -7.728 -0.112
C -5.791 0.041 -6.780 -0.263
C -5.356 0.429 -5.364 -0.192
C -4.518 -0.620 -4.771 -0.259
N -3.871 -1.445 -4.324 0.170
H -3.972 -0.979 -7.398 0.071
H -4.967 -0.405 -8.730 0.069
H -4.005 0.745 -7.795 0.074
H -6.382 -0.876 -6.743 0.111
H -6.441 0.825 -7.175 0.106
H -6.225 0.577 -4.723 0.115
H -4.789 1.360 -5.377 0.105
C 3.503 5.683 -0.896 -0.115
C 4.743 5.644 -0.009 -0.267
C 4.519 4.858 1.287 -0.184
C 3.453 5.458 2.089 -0.257
N 2.611 5.904 2.716 0.152
H 2.675 6.190 -0.399 0.068
H 3.712 6.224 -1.821 0.065
H 3.179 4.674 -1.159 0.077
H 5.049 6.665 0.229 0.104
H 5.565 5.183 -0.563 0.104
H 5.429 4.837 1.886 0.114
H 4.236 3.825 1.072 0.108
```

Its total charge is -1. For the molar mass, the calculation gives 634.0 Da. Its HOMO energy is -2.0 eV. The value obtained for the electronic energy is -69744.153 eV.



A structure of composition C74H160F24N12O22S8 in a non-equilibrium geometry, computed with wB97M-V/def2-TZVPD.

The geometry in XYZ format:
```
300
Properties=species:S:1:pos:R:3:lowdin_charge:R:1
C 8.729 21.615 16.013 -0.055
C 9.766 22.186 15.077 -0.098
N 9.100 22.897 13.799 -0.261
C 8.233 23.931 14.307 -0.025
C 10.297 23.516 13.047 -0.174
C 9.961 24.207 11.775 -0.071
C 8.341 21.891 13.012 -0.111
C 9.174 20.981 12.174 -0.221
O 9.717 20.093 13.104 -0.210
C 10.187 18.873 12.542 -0.062
H 8.264 22.258 16.711 0.067
H 9.216 20.902 16.653 0.089
H 7.840 21.067 15.570 0.110
H 10.477 21.507 14.705 0.103
H 10.278 22.984 15.554 0.109
H 7.478 23.535 15.019 0.119
H 7.758 24.471 13.459 0.123
H 8.835 24.616 14.973 0.136
H 11.004 22.678 12.843 0.140
H 10.669 24.301 13.766 0.149
H 9.277 23.645 11.082 0.104
H 10.875 24.486 11.287 0.090
H 9.382 25.126 12.048 0.097
H 7.610 22.427 12.404 0.146
H 7.763 21.260 13.666 0.124
H 9.871 21.589 11.539 0.131
H 8.489 20.507 11.499 0.134
H 10.636 18.346 13.414 0.103
H 11.119 19.084 11.953 0.105
H 9.377 18.372 11.969 0.109
C 18.615 29.010 15.524 -0.060
C 18.175 29.528 16.852 -0.183
N 17.281 28.584 17.618 -0.232
C 16.090 28.208 16.818 -0.001
C 18.046 27.256 17.819 -0.154
C 19.365 27.324 18.593 -0.037
C 16.821 29.077 19.027 -0.041
C 16.061 30.381 19.156 -0.228
O 16.816 31.442 18.669 -0.188
C 16.203 32.721 18.768 -0.071
H 19.279 28.156 15.571 0.080
H 19.253 29.723 14.939 0.116
H 17.713 28.871 14.936 0.081
H 17.547 30.414 16.708 0.128
H 18.957 29.840 17.544 0.131
H 16.249 27.653 15.922 0.100
H 15.413 29.034 16.641 0.120
H 15.518 27.550 17.482 0.083
H 18.012 26.797 16.823 0.132
H 17.387 26.705 18.453 0.093
H 20.048 28.066 18.104 0.090
H 19.849 26.338 18.572 0.093
H 19.200 27.584 19.643 0.082
H 17.658 29.114 19.736 0.140
H 16.179 28.270 19.315 0.104
H 15.872 30.545 20.249 0.144
H 15.029 30.353 18.823 0.126
H 15.380 32.818 18.022 0.105
H 16.882 33.476 18.463 0.081
H 15.787 32.986 19.747 0.097
C 12.126 8.595 17.808 -0.042
C 13.170 8.439 18.930 -0.182
N 13.454 9.682 19.682 -0.274
C 12.219 10.154 20.399 0.030
C 14.493 9.412 20.715 -0.183
C 15.938 9.126 20.275 -0.031
C 14.026 10.690 18.622 -0.069
C 14.631 11.961 19.128 -0.220
O 13.574 12.796 19.616 -0.201
C 14.004 14.222 19.723 -0.035
H 11.246 9.123 18.145 0.069
H 11.905 7.566 17.556 0.094
H 12.572 9.165 16.973 0.087
H 14.168 8.065 18.478 0.164
H 12.776 7.756 19.660 0.127
H 11.947 9.383 21.100 0.112
H 11.361 10.310 19.716 0.114
H 12.338 11.096 20.900 0.099
H 14.050 8.567 21.308 0.153
H 14.375 10.229 21.397 0.119
H 15.900 8.095 19.870 0.094
H 16.556 9.142 21.172 0.098
H 16.331 9.840 19.564 0.069
H 13.214 10.953 17.877 0.158
H 14.822 10.177 18.076 0.133
H 15.218 12.410 18.316 0.144
H 15.302 11.779 19.939 0.108
H 14.377 14.499 18.714 0.092
H 14.804 14.410 20.419 0.074
H 13.155 14.875 20.013 0.099
C 23.544 17.111 16.495 -0.067
C 24.989 17.104 16.253 -0.188
N 25.509 17.852 15.006 -0.197
C 24.977 17.058 13.766 0.055
C 24.974 19.301 14.860 -0.141
C 25.149 20.141 16.075 -0.046
C 27.049 17.825 15.042 -0.081
C 27.825 18.753 14.148 -0.199
O 27.776 20.014 14.799 -0.221
C 29.101 20.491 15.170 -0.040
H 23.167 18.156 16.538 0.095
H 23.337 16.603 17.371 0.069
H 23.147 16.532 15.649 0.070
H 25.344 16.054 16.371 0.160
H 25.510 17.628 17.035 0.080
H 25.477 16.054 13.834 0.127
H 25.409 17.583 12.930 0.094
H 23.893 16.964 13.750 0.056
H 23.930 19.276 14.599 0.122
H 25.489 19.660 14.024 0.101
H 25.062 21.150 15.728 0.096
H 26.137 20.023 16.502 0.073
H 24.427 19.895 16.850 0.065
H 27.317 16.804 14.790 0.133
H 27.359 18.074 16.057 0.140
H 27.411 18.801 13.121 0.137
H 28.836 18.346 14.051 0.135
H 29.081 21.527 15.448 0.086
H 29.816 20.253 14.389 0.089
H 29.396 19.934 16.062 0.090
C 14.644 26.693 23.211 -0.046
C 14.009 26.673 24.559 -0.145
N 12.819 27.642 24.834 -0.226
C 13.253 29.085 24.536 0.034
C 11.697 27.389 23.846 -0.147
C 10.436 28.311 24.090 -0.045
C 12.291 27.622 26.282 -0.079
C 13.297 27.265 27.364 -0.226
O 14.134 28.382 27.488 -0.208
C 14.904 28.446 28.701 -0.074
H 15.059 27.648 22.852 0.092
H 13.904 26.435 22.481 0.044
H 15.359 25.921 23.301 0.090
H 14.714 26.935 25.291 0.101
H 13.671 25.674 24.853 0.146
H 12.409 29.797 24.215 0.125
H 13.933 29.018 23.716 0.076
H 13.701 29.463 25.393 0.073
H 11.457 26.304 23.888 0.142
H 12.097 27.474 22.802 0.135
H 9.817 28.060 24.950 0.080
H 9.740 28.340 23.254 0.088
H 10.804 29.317 24.244 0.047
H 11.487 26.860 26.267 0.144
H 11.869 28.638 26.534 0.163
H 13.850 26.309 27.085 0.143
H 12.670 27.143 28.267 0.145
H 14.359 28.350 29.695 0.111
H 15.328 29.486 28.710 0.108
H 15.690 27.694 28.760 0.084
C 18.886 19.517 22.485 -0.049
C 20.000 19.775 21.529 -0.172
N 19.717 19.525 20.053 -0.250
C 18.553 20.346 19.501 0.028
C 20.904 20.149 19.267 -0.117
C 21.065 21.714 19.352 -0.032
C 19.490 18.145 19.583 -0.106
C 20.336 17.042 20.245 -0.173
O 19.374 16.122 20.680 -0.208
C 19.756 14.756 20.771 -0.070
H 18.235 20.376 22.469 0.078
H 19.296 19.347 23.482 0.088
H 18.305 18.597 22.364 0.088
H 20.971 19.201 21.632 0.132
H 20.334 20.823 21.648 0.082
H 18.826 21.382 19.673 0.082
H 17.562 20.072 20.029 0.138
H 18.488 20.037 18.450 0.115
H 20.857 19.741 18.285 0.103
H 21.753 19.671 19.747 0.097
H 20.236 22.208 18.721 0.100
H 22.003 21.939 18.836 0.071
H 20.926 22.068 20.336 0.044
H 19.462 18.249 18.529 0.063
H 18.474 17.818 19.876 0.147
H 20.802 17.404 21.133 0.094
H 21.082 16.597 19.526 0.146
H 18.880 14.133 20.719 0.077
H 20.303 14.577 21.687 0.088
H 20.280 14.502 19.847 0.093
C 22.464 17.752 24.934 -0.077
C 23.618 18.680 24.597 -0.222
C 24.335 19.112 25.841 -0.118
N 25.427 20.148 25.666 -0.254
C 24.817 21.484 25.234 -0.111
C 25.753 22.647 25.126 -0.175
C 26.565 22.797 26.341 -0.175
C 27.149 21.493 26.780 -0.185
C 26.101 20.467 26.954 -0.135
C 26.447 19.729 24.665 0.033
H 22.727 16.681 24.975 0.087
H 21.636 17.643 24.192 0.076
H 21.968 17.950 25.844 0.059
H 23.298 19.578 24.050 0.107
H 24.350 18.218 23.944 0.104
H 24.808 18.332 26.392 0.134
H 23.559 19.544 26.486 0.146
H 24.081 21.765 26.006 0.142
H 24.138 21.332 24.374 0.118
H 25.093 23.466 24.888 0.093
H 26.267 22.487 24.185 0.118
H 26.031 23.185 27.234 0.147
H 27.407 23.440 26.179 0.107
H 27.617 21.692 27.727 0.130
H 27.949 21.083 26.180 0.119
H 25.244 20.761 27.628 0.164
H 26.536 19.560 27.423 0.152
H 27.154 20.473 24.504 0.049
H 25.751 19.657 23.765 0.105
H 26.921 18.810 25.035 0.137
C 29.907 24.904 24.226 -0.087
C 29.331 25.402 22.874 -0.227
C 27.887 25.035 22.640 -0.133
N 27.281 25.918 21.532 -0.246
C 25.859 25.480 21.405 -0.151
C 25.182 26.007 20.172 -0.185
C 25.977 25.768 18.915 -0.186
C 27.303 26.421 19.146 -0.181
C 28.049 25.799 20.240 -0.110
C 27.266 27.313 22.058 0.011
H 29.549 25.395 25.119 0.072
H 30.934 25.142 24.256 0.059
H 29.861 23.821 24.393 0.077
H 30.074 24.950 22.118 0.141
H 29.482 26.493 22.867 0.109
H 27.243 25.153 23.583 0.160
H 27.775 23.976 22.338 0.108
H 25.902 24.339 21.454 0.132
H 25.228 25.833 22.229 0.111
H 24.169 25.442 20.108 0.160
H 24.847 27.000 20.311 0.098
H 26.008 24.617 18.760 0.143
H 25.453 26.092 18.011 0.117
H 27.901 26.499 18.243 0.130
H 27.145 27.519 19.335 0.144
H 28.207 24.719 20.191 0.130
H 29.035 26.228 20.405 0.136
H 26.386 27.884 21.728 0.113
H 28.140 27.817 21.727 0.092
H 27.210 27.282 23.191 0.138
C 28.635 21.162 21.276 -0.569
F 29.309 22.331 21.569 0.077
F 29.600 20.318 20.835 0.123
F 28.106 20.758 22.419 0.146
S 27.414 21.484 19.832 0.585
O 26.729 22.678 20.293 -0.323
O 28.087 21.547 18.594 -0.250
N 26.477 20.238 19.797 -0.298
S 25.002 20.208 20.293 0.587
O 24.826 20.453 21.716 -0.297
O 23.980 20.747 19.447 -0.276
C 24.927 18.385 20.118 -0.700
F 23.682 17.968 20.338 0.136
F 25.368 17.971 18.947 0.135
F 25.728 17.907 21.057 0.142
C 22.843 25.720 25.420 -0.683
F 21.907 26.621 25.854 0.111
F 23.997 26.261 25.494 0.186
F 22.761 24.666 26.205 0.143
S 22.563 25.220 23.574 0.576
O 22.657 26.454 22.866 -0.291
O 23.600 24.253 23.292 -0.319
N 21.094 24.609 23.475 -0.292
S 20.766 23.074 23.878 0.593
O 19.996 22.390 22.885 -0.290
O 21.810 22.369 24.510 -0.282
C 19.565 23.357 25.294 -0.674
F 18.718 24.344 25.069 0.139
F 18.903 22.239 25.534 0.142
F 20.174 23.672 26.459 0.117
C 20.917 18.126 12.124 -0.679
F 19.767 18.769 11.986 0.156
F 21.446 17.936 10.927 0.166
F 21.741 18.878 12.855 0.101
S 20.750 16.575 13.178 0.617
O 19.824 15.785 12.440 -0.266
O 22.045 16.034 13.518 -0.312
N 20.065 17.220 14.462 -0.293
S 20.158 16.744 15.943 0.542
O 20.717 15.517 16.218 -0.252
O 20.429 17.806 16.901 -0.329
C 18.325 16.406 16.298 -0.693
F 17.730 15.591 15.467 0.177
F 18.315 15.887 17.521 0.126
F 17.780 17.618 16.286 0.121
C 13.017 25.540 17.929 -0.685
F 12.527 26.800 18.035 0.117
F 12.012 24.676 17.838 0.119
F 13.689 25.422 16.791 0.131
S 14.025 25.029 19.377 0.580
O 15.155 25.951 19.257 -0.335
O 13.161 25.206 20.504 -0.289
N 14.466 23.581 18.967 -0.296
S 13.944 22.148 19.483 0.581
O 14.851 21.736 20.505 -0.283
O 12.558 21.972 19.657 -0.256
C 14.311 21.214 17.936 -0.741
F 13.837 21.887 16.836 0.093
F 15.547 20.949 17.724 0.187
F 13.682 20.095 18.051 0.172
```

Its total charge is +4. For the molar mass, the calculation gives 2282.6 Da. Its HOMO energy is -14.1 eV. The value obtained for the electronic energy is -294118.022 eV.



no.,gap between HOMO and LUMO (eV)
1,4.008
2,9.099